# 1
A molecular structure, C2H8N4O2Rb. Source: the Open Molecules 2025 dataset; level of theory: the ωB97M-V functional and the def2-TZVPD basis.

The geometry in XYZ format:
```
17
Properties=species:S:1:pos:R:3:forces:R:3
Rb 0.58891 3.26790 0.85241 -0.1 -0.3 0.0
C 0.62826 0.51372 -2.03467 0.5 -0.1 -0.1
O 0.83712 1.29226 -1.09506 -0.3 0.0 0.1
N -0.45669 -0.29012 -2.10692 0.0 -0.2 -0.3
N 1.54189 0.39423 -3.03690 -0.2 0.2 0.2
H -0.57579 -0.90877 -2.89005 -0.1 0.0 0.1
H -1.16911 -0.27715 -1.40028 0.1 0.2 0.1
H 2.34133 0.99584 -2.96352 0.1 0.0 -0.1
H 1.47736 -0.23493 -3.81629 -0.1 0.0 0.1
C -0.68666 -0.09427 2.19127 0.0 -0.1 0.0
O -0.76132 1.11598 1.99609 0.1 0.3 -0.2
N -1.38228 -0.69368 3.20286 -0.1 0.0 0.5
N 0.02750 -0.93102 1.39348 -0.3 -0.3 0.5
H -1.85333 -0.08137 3.84770 0.1 0.2 -0.2
H -1.11357 -1.56338 3.63367 0.2 -0.1 -0.4
H 0.52737 -0.59983 0.58816 0.0 0.2 0.1
H 0.02903 -1.90541 1.63804 0.2 -0.1 -0.4
```
Forces are in eV/Å.

The total charge is +1.

Want to see where the charge sits? The Löwdin charges in e are: Rb 1.05; C -0.66; O -0.15; N 0.18; N 0.17; H 0.11; H 0.11; H 0.11; H 0.11; C -0.67; O -0.13; N 0.16; N 0.18; H 0.11; H 0.11; H 0.08; H 0.11

=====

# 2
A single C7H8N6O2S molecule. Source: the Open Molecules 2025 dataset; level of theory: the ωB97M-V functional and the def2-TZVPD basis.

The geometry in XYZ format:
```
24
Properties=species:S:1:pos:R:3:forces:R:3
C 1.31387 -1.48561 3.61027 0.2 0.0 0.1
C 0.09623 -2.04384 2.98961 -0.6 -0.1 -0.5
N -0.64014 -2.94655 3.57239 0.7 0.2 0.5
O -1.69348 -3.19485 2.78555 -0.3 -0.1 0.0
N -1.65074 -2.45189 1.67242 0.4 0.7 -0.8
C -0.56109 -1.72820 1.74462 -0.3 -1.0 1.0
N -0.26863 -0.82312 0.74641 -0.5 0.1 -0.2
C 0.96929 -0.41249 0.33834 -0.2 0.1 -0.3
O 2.00705 -0.74415 0.85386 0.2 -0.1 0.1
C 0.91680 0.56024 -0.82391 0.0 0.0 -0.5
H 1.92465 0.71301 -1.20863 -0.1 0.0 0.2
H 0.49922 1.51598 -0.50400 0.1 -0.1 0.1
S -0.15124 -0.05138 -2.17920 0.2 -0.2 0.3
C -0.56256 1.46681 -2.92222 -0.1 0.6 -0.1
N -0.19785 2.65246 -2.44698 0.2 -0.2 0.3
N -0.71662 3.51225 -3.30264 -0.1 -0.3 -0.1
N -1.38879 2.97992 -4.29356 -0.3 0.5 -0.5
C -1.31829 1.67922 -4.09409 0.4 0.0 0.5
H -1.77703 0.96732 -4.74481 -0.2 -0.1 -0.2
H -0.59441 4.50773 -3.19914 0.0 -0.1 0.0
H -1.04544 -0.65775 0.11596 0.1 0.1 0.0
H 2.15264 -1.55028 2.92137 0.0 0.0 0.1
H 1.52879 -2.03173 4.52369 0.0 0.0 0.1
H 1.15778 -0.43313 3.84471 0.1 0.1 0.0
```
Forces are in eV/Å.

As for the SMILES: Cc1nonc1NC(=O)CSc1cn[nH]n1. The total charge is 0.

Want to see where the charge sits? The Löwdin charges in e are: C -0.02; C -0.26; N 0.11; O -0.07; N 0.12; C -0.24; N 0.13; C -0.52; O 0.09; C -0.35; H 0.09; H 0.08; S 0.97; C -0.63; N 0.05; N -0.08; N 0.06; C -0.15; H 0.10; H 0.16; H 0.11; H 0.07; H 0.08; H 0.09

=====

# 3
3 unconnected molecules or ions with the total composition C16H27BrCl2O9P2. Source: the Open Molecules 2025 dataset; level of theory: the ωB97M-V functional and the def2-TZVPD basis.

The geometry in XYZ format:
```
57
Properties=species:S:1:pos:R:3:forces:R:3
C 3.68912 -3.26826 1.00756 0.1 0.1 0.1
C 3.97000 -1.77518 1.15457 0.2 -0.2 0.0
O 2.79641 -1.03237 0.83938 -0.1 0.0 -0.1
C 3.06256 0.24617 0.28664 0.0 -0.1 0.4
C 1.77024 1.05395 0.35899 0.1 0.2 -0.4
O 0.93240 0.53891 -0.69646 0.0 -0.1 0.5
C -0.43057 0.55542 -0.54267 -0.2 0.5 -0.1
O -1.07572 1.56723 -0.55813 0.3 -0.3 0.2
C -1.02708 -0.82037 -0.39950 -0.1 0.1 -0.4
Br -0.92040 -1.56126 -2.22705 0.0 -0.1 0.1
C -2.46214 -0.83017 0.11044 0.1 -0.8 0.2
C -2.73600 -2.11384 0.92031 0.1 0.3 -0.7
P 1.11381 0.61388 2.07398 0.0 -0.2 -0.2
O 2.45298 1.15654 2.85003 -0.2 0.1 0.2
Cl -0.17105 2.22917 2.49939 0.0 0.1 0.0
P 2.32214 2.86576 0.16337 -0.2 0.0 0.0
O 0.94897 3.63659 -0.18666 -0.1 0.2 0.2
Cl 2.98752 2.67084 -1.78536 0.2 0.0 -0.2
H 3.46992 -3.73472 1.96936 -0.2 0.0 -0.1
H 4.55657 -3.78580 0.59273 -0.1 0.1 0.0
H 2.84614 -3.40593 0.33183 0.0 -0.1 0.0
H 4.28173 -1.53257 2.17672 0.0 0.1 0.0
H 4.78938 -1.47806 0.49074 -0.1 0.1 -0.1
H 3.82134 0.75706 0.89307 0.1 0.0 -0.2
H 3.39666 0.17969 -0.75195 0.0 -0.1 0.0
H -0.36568 -1.47352 0.16570 0.1 0.2 0.1
H -3.13922 -0.81259 -0.74127 0.0 0.4 0.1
H -2.64921 0.03280 0.74756 0.0 0.1 -0.2
H -2.22716 -2.95791 0.44663 0.0 -0.1 0.2
H -2.40780 -1.96977 1.94580 0.0 -0.3 0.0
H -3.80432 -2.31424 0.89546 0.0 -0.1 0.3
H 2.19011 1.61496 3.66086 0.2 -0.1 0.0
H 0.17420 3.30558 0.28857 -0.2 -0.1 -0.2
O 3.71244 0.75557 -8.20024 0.1 0.0 0.0
C 3.02719 0.95560 -7.24275 -0.1 0.1 -0.1
O 2.74146 -0.01334 -6.33975 0.0 0.0 0.0
C 1.82327 0.47913 -5.34692 0.0 0.0 0.1
C 1.98786 1.99330 -5.36850 0.0 0.1 -0.1
C 2.34336 2.24856 -6.83206 0.1 -0.1 0.3
H 0.81505 0.16732 -5.62789 0.0 0.0 0.0
H 2.07502 0.03088 -4.38898 0.0 -0.1 0.0
H 1.10278 2.52149 -5.02116 0.0 0.0 0.0
H 2.82291 2.28180 -4.73000 0.0 0.0 0.0
H 1.45840 2.37807 -7.45706 0.0 0.0 0.0
H 3.01293 3.09065 -6.97984 0.0 0.0 -0.1
O -4.93120 -0.19496 1.93354 0.1 0.0 0.1
C -4.86392 -0.38091 3.11169 -0.3 0.0 0.1
O -3.99040 -1.25466 3.67760 -0.1 0.1 0.0
C -4.22936 -1.35129 5.09315 0.0 0.0 0.1
C -4.93685 -0.05572 5.47193 -0.1 0.0 -0.1
C -5.71699 0.25199 4.19626 0.3 0.0 0.2
H -4.84710 -2.23261 5.27656 0.0 0.0 0.0
H -3.27205 -1.48065 5.59173 0.0 0.0 -0.1
H -5.55315 -0.15351 6.36275 0.0 -0.1 0.0
H -4.20035 0.72784 5.65392 0.0 0.0 0.0
H -6.69321 -0.23530 4.18333 0.0 0.0 0.0
H -5.84393 1.31277 4.00200 -0.1 0.0 -0.1
```
Forces are in eV/Å.

As for the SMILES: CCOCC(OC(=O)[C@H](Br)CC)(P(O)Cl)P(O)Cl.O=C1CCCO1.O=C1CCCO1. The total charge is 0.

Want to see where the charge sits? The Löwdin charges in e are: C -0.06; C -0.25; O -0.21; C -0.30; C -0.73; O -0.10; C -0.59; O 0.12; C -0.58; Br 0.75; C -0.28; C -0.10; P 0.69; O -0.35; Cl 0.27; P 0.61; O -0.38; Cl 0.31; H 0.07; H 0.07; H 0.08; H 0.12; H 0.12; H 0.11; H 0.11; H 0.09; H 0.10; H 0.10; H 0.07; H 0.06; H 0.07; H 0.05; H -0.02; O 0.12; C -0.49; O 0.02; C -0.15; C -0.16; C -0.07; H 0.13; H 0.12; H 0.12; H 0.08; H 0.13; H 0.12; O 0.13; C -0.47; O 0.00; C -0.15; C -0.15; C -0.07; H 0.13; H 0.12; H 0.12; H 0.12; H 0.13; H 0.13

=====

# 4
A molecular structure, C24H36HfN9O2S. Source: the Open Molecules 2025 dataset; level of theory: the ωB97M-V functional and the def2-TZVPD basis.

The geometry in XYZ format:
```
73
Properties=species:S:1:pos:R:3:forces:R:3
Hf -6.17428 -12.17231 6.12497 -1.6 -1.1 -0.3
N -8.25149 -12.82515 4.96732 0.7 0.0 -0.8
C -8.73101 -11.72820 4.11879 -2.2 0.6 -0.5
C -8.84338 -10.44257 4.98950 0.6 -1.3 1.1
N -7.46212 -10.12702 5.57740 -1.5 -1.0 -0.9
C -7.69308 -9.33436 6.78117 -0.5 0.4 0.5
C -8.22957 -10.19677 7.92781 0.3 -0.5 0.2
N -7.55229 -11.50167 7.89164 -0.7 0.0 -0.3
C -6.65497 -9.41325 4.54443 -1.1 -0.2 0.5
C -5.19991 -9.80622 4.58673 0.3 1.8 0.5
N -5.11473 -11.22416 4.32103 1.0 -0.5 0.2
H -8.80509 -13.09350 5.76563 -0.7 0.1 0.0
H -8.03373 -13.69055 4.46178 -0.3 0.5 0.1
H -8.05611 -11.61740 3.26640 0.2 0.0 0.2
H -9.75766 -11.88921 3.62216 1.3 0.0 0.9
H -9.26635 -9.52601 4.52739 0.2 -0.7 -0.1
H -9.51409 -10.73876 5.86518 0.8 0.6 -1.2
H -6.71460 -9.01117 7.01998 0.9 0.8 0.7
H -8.36110 -8.46040 6.60432 0.4 -0.4 -0.1
H -8.12846 -9.81371 8.95594 0.2 0.7 -0.6
H -9.27167 -10.42078 7.86967 -0.9 0.2 -0.5
H -6.72983 -11.37402 8.45893 0.2 -0.8 0.6
H -8.21318 -12.23025 8.20692 1.0 0.0 0.3
H -7.09438 -9.78196 3.59177 0.5 0.8 0.3
H -6.83376 -8.35335 4.74038 0.3 0.1 -0.7
H -4.68967 -9.26239 3.78380 0.1 0.2 0.3
H -4.71324 -9.58543 5.59345 -0.6 -0.3 -1.3
H -5.23730 -11.38822 3.32856 0.0 -0.2 0.0
H -4.15041 -11.45808 4.57746 -0.2 -0.5 -0.3
N -3.86276 -17.56005 11.78502 0.2 2.5 0.5
C -4.72193 -16.97256 10.86397 -0.6 -0.5 -0.6
C -4.82716 -15.57896 10.70164 0.2 -0.5 0.4
C -5.69990 -15.00168 9.81182 -0.5 -0.1 -1.1
C -6.56803 -15.79076 9.02897 0.4 -0.5 0.6
C -6.47277 -17.16671 9.17128 0.6 0.1 -0.5
C -5.55123 -17.75705 10.01343 0.6 1.1 0.9
S -7.70576 -15.16730 7.82614 0.2 0.8 0.8
O -8.47396 -16.18350 7.14250 0.9 0.7 0.6
O -8.41503 -14.10000 8.50308 -0.6 0.0 -0.1
N -6.75845 -14.30412 6.77197 -0.2 -0.4 0.7
C -5.86494 -15.00235 6.07505 0.5 -0.1 -1.4
N -5.28504 -14.18704 5.09130 -1.7 -0.4 1.7
C -4.53439 -14.79071 4.20498 1.1 -0.3 -0.6
C -4.11637 -16.08717 4.38251 -0.5 -1.1 -0.1
C -4.71441 -16.80857 5.44535 0.6 0.6 -1.0
N -5.65003 -16.32853 6.25250 0.8 1.0 -0.6
H -3.22195 -16.91949 12.31075 -1.0 -1.1 -0.9
H -3.54728 -18.49058 11.67105 0.1 -0.7 -0.2
H -4.16677 -14.94766 11.26405 0.2 0.3 0.2
H -5.57992 -13.95069 9.60470 -0.3 0.4 0.2
H -7.00514 -17.73089 8.43602 -0.4 -0.6 0.0
H -5.41012 -18.80414 10.06134 -0.2 -1.0 -0.1
H -4.23570 -14.21415 3.33784 0.2 0.1 0.0
H -3.52138 -16.63758 3.63981 -0.2 0.5 0.5
H -4.37883 -17.82680 5.54555 -0.3 -0.4 0.4
C -4.63647 -9.28836 8.77775 0.9 2.4 1.9
C -3.74002 -10.44480 9.01973 1.6 -0.7 -0.5
C -2.77207 -10.40526 10.04684 -0.2 -1.1 -0.8
C -1.93106 -11.48928 10.23670 0.0 -0.1 -0.4
C -1.98594 -12.56000 9.35009 1.7 -0.7 1.3
C -2.84329 -12.65179 8.31795 -2.5 1.0 -0.2
C -2.94397 -13.93336 7.57067 0.7 0.5 -1.7
C -3.79690 -11.57633 8.16639 0.5 -0.1 0.3
N -4.78737 -11.65842 7.21054 1.1 0.0 0.4
H -4.25912 -8.36720 9.41813 -0.9 -1.8 -1.1
H -5.60489 -9.55463 9.15346 -0.9 0.2 0.2
H -4.74180 -8.88485 7.77335 0.2 -0.4 -0.3
H -2.65008 -9.56269 10.68204 -0.2 0.7 0.4
H -1.18599 -11.54254 11.01301 0.0 0.3 0.2
H -1.29123 -13.40660 9.48503 -0.3 0.5 0.1
H -1.94608 -14.30546 7.37784 0.4 -0.3 0.2
H -3.32774 -13.78298 6.55892 -0.3 0.0 0.2
H -3.49224 -14.72474 8.04076 -0.5 -0.3 0.5
```
Forces are in eV/Å.

The total charge is +1.

Want to see where the charge sits? The Löwdin charges in e are: Hf 1.47; N -0.05; C -0.22; C -0.13; N -0.26; C -0.18; C -0.19; N -0.05; C -0.16; C -0.25; N -0.07; H 0.08; H 0.11; H 0.10; H 0.15; H 0.14; H 0.13; H 0.08; H 0.15; H 0.13; H 0.10; H 0.06; H 0.07; H 0.12; H 0.14; H 0.13; H 0.13; H 0.12; H 0.11; N 0.11; C -0.28; C -0.03; C -0.06; C -0.30; C -0.07; C -0.01; S 0.66; O -0.27; O -0.35; N -0.20; C -0.48; N -0.01; C -0.16; C -0.04; C -0.08; N 0.16; H 0.13; H 0.08; H 0.11; H 0.11; H 0.10; H 0.10; H 0.11; H 0.11; H 0.12; C -0.07; C -0.23; C -0.05; C -0.08; C -0.09; C -0.23; C -0.05; C -0.28; N -0.19; H 0.13; H 0.05; H 0.05; H 0.10; H 0.10; H 0.12; H 0.08; H 0.05; H 0.07

=====

Listing gap between HOMO and LUMO for the structures above in their given order: 10.4 9.9 9.0 7.1 eV.
Listing strongest force on any atom for the structures above in their given order: 0.7 1.4 0.8 3.2 eV/A.
Listing LUMO level for the structures above in their given order: -2.92 0.69 -0.04 -2.52 eV.